Arrangement P

The following is a DFT calculation (ωB97M-V with the def2-TZVPD basis set) of a gas-phase ion, C5H6NO (charge +1).

Atoms and positions in Å:
C 1.932 -0.755 -0.223
C 1.320 -1.802 0.374
C 0.014 0.833 -0.287
C -2.025 -0.283 0.573
C 1.450 0.534 -0.159
N -0.698 -0.312 0.129
O -1.738 -0.795 -0.705
H 2.940 -1.032 -0.273
H -0.366 1.714 0.371
H -0.282 0.935 -1.450
H -2.221 -1.055 1.299
H -2.396 0.662 0.714
H 2.071 1.356 -0.364

* LUMO: -7.32 eV
* gap between HOMO and LUMO: 7.49 eV
* net charge: +1
* HOMO level: -0.544 Eh



Arrangement Q

The following is a DFT calculation (ωB97M-V with the def2-TZVPD basis set) of a molecular structure, C5H6NO.

Atoms and positions in Å:
C -1.264 -0.625 1.154
C -2.283 -0.788 0.271
C 2.671 0.026 0.187
C -1.406 -0.497 -0.969
C 0.150 1.150 0.051
N -0.549 0.041 0.109
O 2.389 -0.976 0.741
H -1.075 -0.808 2.165
H 3.543 0.237 -0.428
H -0.763 -1.375 -1.324
H -1.821 0.109 -1.840
H 0.164 1.892 0.774
H 0.243 1.613 -0.891

* LUMO (alpha / beta): -5.68 / -6.52 eV
* gap between HOMO and LUMO (alpha / beta): 8.90 / 6.31 eV
* net charge: +1
* HOMO level (alpha / beta): -0.536 / -0.471 Eh



Arrangement R

The following is a DFT calculation (ωB97M-V with the def2-TZVPD basis set) of a gas-phase ion, C5H6NO (charge +1).

Atoms and positions in Å:
C -1.119 1.459 1.161
C -1.906 1.644 0.033
C -0.523 0.235 -0.617
C 0.168 -0.840 -1.459
C 0.879 0.021 1.442
N -0.138 0.622 0.651
O -1.530 0.906 -0.974
H -0.585 -1.646 -1.448
H 1.025 -1.251 -0.993
H 0.277 -0.571 -2.482
H 1.837 0.217 1.021
H 0.775 -1.090 1.243
H 0.839 0.294 2.424

* LUMO (alpha / beta): -7.49 / -6.56 eV
* SMILES: Cc1oc#c[n+]1C
* gap between HOMO and LUMO (alpha / beta): 7.60 / 8.35 eV
* net charge: +1
* HOMO level (alpha / beta): -0.555 / -0.548 Eh



Each structure's energy above the most stable one, in eV: arrangement P 2.344; arrangement Q 1.339; arrangement R 0.000.



Arrangement P

The following is a DFT calculation (ωB97M-V with the def2-TZVPD basis set) of 10 unconnected molecules or ions with the total composition C22H68N4O10.

Atoms and positions in Å:
C -4.467 -2.168 -2.488
O -3.340 -1.352 -2.316
H -4.145 -3.213 -2.613
H -5.167 -2.168 -1.639
H -5.059 -1.888 -3.359
H -2.843 -1.709 -1.547
C 0.517 -3.132 -3.350
O 1.803 -3.740 -3.257
H 0.384 -2.521 -4.244
H -0.270 -3.875 -3.551
H 0.182 -2.605 -2.457
H 1.627 -4.558 -2.782
C -3.016 -3.269 0.958
O -2.360 -2.552 -0.092
H -2.640 -2.779 1.861
H -4.099 -3.196 0.988
H -2.696 -4.308 0.873
H -1.441 -2.460 0.200
C 0.381 -4.958 1.982
O 0.593 -6.168 1.279
H 0.440 -4.125 1.288
H -0.616 -5.015 2.431
H 1.099 -4.819 2.794
H 0.598 -6.961 1.813
C -1.587 1.452 -3.122
O -2.755 1.173 -3.889
H -1.821 2.291 -2.445
H -1.351 0.612 -2.472
H -0.775 1.941 -3.671
H -2.764 0.207 -3.873
C 0.297 -0.591 -0.131
O -0.047 -1.299 1.044
H 1.375 -0.699 -0.302
H -0.132 -1.052 -1.023
H -0.025 0.452 -0.080
H 0.404 -0.881 1.810
C 2.160 -0.078 -3.620
C 2.406 -0.572 -5.042
C 2.887 0.414 -6.081
O 1.988 1.459 -6.297
C 2.430 2.412 -7.246
N 3.326 -1.732 -4.892
H 3.087 0.171 -3.099
H 1.665 -0.874 -3.071
H 1.520 0.800 -3.505
H 1.468 -0.972 -5.462
H 3.133 -0.090 -7.026
H 3.857 0.782 -5.701
H 1.680 3.195 -7.279
H 2.569 1.903 -8.205
H 3.384 2.834 -6.913
H 3.331 -2.164 -5.819
H 2.740 -2.370 -4.344
C 2.726 4.821 2.932
C 1.904 4.362 1.723
C 2.666 4.301 0.405
O 1.697 4.094 -0.595
C 2.192 3.819 -1.897
N 1.469 2.973 2.012
H 3.537 4.112 3.127
H 2.128 4.750 3.842
H 3.185 5.792 2.746
H 1.035 5.031 1.677
H 3.386 3.474 0.372
H 3.250 5.208 0.184
H 2.751 4.717 -2.166
H 1.368 3.530 -2.545
H 2.821 2.918 -1.914
H 0.819 3.220 2.766
H 0.871 2.721 1.220
C -2.919 0.131 1.849
C -4.429 0.433 1.968
C -5.332 -0.803 1.919
O -6.657 -0.389 2.290
C -7.489 -1.433 2.686
N -4.611 1.183 3.190
H -2.451 1.116 1.846
H -2.611 -0.332 0.914
H -2.582 -0.489 2.680
H -4.730 1.051 1.117
H -5.131 -1.613 2.633
H -5.388 -1.244 0.918
H -7.528 -2.245 1.952
H -8.452 -1.021 2.978
H -7.146 -1.955 3.599
H -5.589 1.195 3.460
H -4.102 0.758 3.958
C 3.216 0.064 2.656
C 2.278 -0.130 3.851
C 2.670 0.858 4.950
O 4.050 0.757 5.217
C 4.451 1.445 6.365
N 0.915 0.084 3.342
H 2.772 -0.626 1.927
H 4.213 -0.313 2.868
H 3.207 1.059 2.220
H 2.437 -1.177 4.109
H 2.019 0.684 5.822
H 2.445 1.898 4.679
H 5.470 1.117 6.580
H 3.745 1.356 7.198
H 4.571 2.534 6.220
H 0.215 -0.026 4.076
H 0.755 1.049 3.054

* LUMO: 0.48 eV
* SMILES: COC[C@H](C)N.COC[C@H](C)N.COC[C@H](C)N.COC[C@H](C)N.CO.CO.CO.CO.CO.CO
* gap between HOMO and LUMO: 9.68 eV
* HOMO level: -0.338 Eh



Arrangement Q

The following is a DFT calculation (ωB97M-V with the def2-TZVPD basis set) of 10 unconnected molecules or ions with the total composition C22H68N4O10.

Atoms and positions in Å:
C -2.334 -1.729 2.991
O -1.343 -0.773 3.253
H -2.711 -2.331 3.821
H -3.233 -1.354 2.478
H -1.995 -2.437 2.229
H -1.679 -0.182 3.936
C -4.695 2.897 -0.713
O -6.119 2.828 -0.621
H -4.318 3.861 -1.060
H -4.233 2.722 0.256
H -4.446 2.108 -1.426
H -6.496 2.642 -1.482
C -1.729 -3.694 -1.068
O -1.008 -4.363 -2.085
H -1.905 -2.636 -1.286
H -2.685 -4.175 -0.832
H -1.142 -3.750 -0.149
H -1.461 -4.188 -2.918
C -0.008 3.772 -1.101
O -0.172 5.145 -0.798
H -0.941 3.214 -0.955
H 0.261 3.763 -2.160
H 0.761 3.237 -0.536
H 0.288 5.289 0.062
C -5.057 -2.149 -0.217
O -5.961 -2.902 0.570
H -5.156 -1.064 -0.115
H -4.034 -2.430 0.011
H -5.270 -2.301 -1.280
H -6.843 -2.525 0.533
C -1.456 0.462 -0.036
O -0.366 -0.264 0.516
H -2.410 -0.077 0.004
H -1.586 1.469 0.363
H -1.231 0.504 -1.105
H -0.582 -0.314 1.463
C 3.165 0.475 2.058
C 2.876 1.583 1.026
C 4.074 2.483 0.723
O 4.416 3.206 1.900
C 5.359 4.213 1.554
N 2.327 0.992 -0.202
H 3.542 0.959 2.965
H 3.962 -0.174 1.695
H 2.221 0.005 2.306
H 2.098 2.195 1.493
H 3.774 3.179 -0.063
H 4.902 1.832 0.422
H 6.242 3.724 1.135
H 5.621 4.785 2.441
H 4.960 4.911 0.811
H 2.829 0.144 -0.443
H 1.359 0.704 -0.072
C -1.071 3.888 2.904
C -1.171 5.411 2.701
C 0.157 6.139 2.595
O 0.966 5.529 1.591
C 2.090 6.324 1.232
N -2.167 5.670 1.649
H -0.382 3.495 2.152
H -2.023 3.373 2.833
H -0.633 3.733 3.893
H -1.526 5.830 3.652
H 0.731 6.089 3.528
H -0.024 7.202 2.400
H 2.663 5.766 0.492
H 2.744 6.470 2.096
H 1.777 7.274 0.795
H -2.390 6.662 1.703
H -1.704 5.545 0.747
C 0.292 -7.804 1.359
C -0.033 -6.600 0.500
C 1.226 -5.791 0.176
O 1.852 -5.321 1.353
C 1.311 -4.149 1.911
N -0.681 -7.119 -0.720
H 0.853 -7.527 2.256
H 0.866 -8.572 0.835
H -0.604 -8.287 1.753
H -0.834 -6.005 0.952
H 1.076 -4.992 -0.555
H 1.967 -6.497 -0.211
H 1.989 -3.763 2.665
H 0.376 -4.362 2.443
H 1.119 -3.405 1.134
H -0.007 -7.756 -1.148
H -0.697 -6.347 -1.390
C 1.237 0.155 -3.075
C 0.740 -1.295 -3.262
C 1.475 -1.937 -4.412
O 0.958 -1.490 -5.641
C 1.767 -1.960 -6.713
N 0.874 -2.065 -2.036
H 2.303 0.129 -2.842
H 0.733 0.645 -2.243
H 1.072 0.751 -3.972
H -0.332 -1.141 -3.468
H 1.241 -3.014 -4.338
H 2.558 -1.900 -4.245
H 1.875 -3.043 -6.804
H 2.746 -1.497 -6.558
H 1.396 -1.593 -7.668
H 0.211 -2.845 -2.049
H 0.605 -1.490 -1.246

* LUMO: 0.34 eV
* SMILES: COC[C@H](C)N.COC[C@H](C)N.COC[C@H](C)N.COC[C@H](C)N.CO.CO.CO.CO.CO.CO
* gap between HOMO and LUMO: 9.15 eV
* HOMO level: -0.324 Eh



Each structure's energy above the most stable one, in eV: arrangement P 0.417; arrangement Q 0.000.



Arrangement P

The following is a DFT calculation (ωB97M-V with the def2-TZVPD basis set) of 3 unconnected molecules or ions with the total composition C2H3IN2O.

Atoms and positions in Å:
C -2.136 0.803 0.204
C -2.454 -0.232 -0.263
N 0.672 -1.585 -0.141
N -0.279 -1.490 0.386
O 1.729 -1.818 -0.594
I 5.072 0.072 0.038
H -1.818 1.696 0.740
H 5.563 0.789 -1.305
H -2.992 -1.139 -0.510

* LUMO: 0.67 eV
* SMILES: N#[N+][O-].C#C.I
* gap between HOMO and LUMO: 10.68 eV
* HOMO level: -0.368 Eh



Arrangement Q

The following is a DFT calculation (ωB97M-V with the def2-TZVPD basis set) of a molecular structure, C2H3IN2O.

Atoms and positions in Å:
C 1.624 0.555 0.268
C -1.987 -0.727 -0.088
N 2.527 0.156 -0.440
N -0.975 -0.101 0.321
O 0.224 -0.662 0.085
I -3.919 0.139 0.050
H 1.324 1.459 0.724
H -2.100 -1.691 -0.618
H 3.283 0.872 -0.302

* LUMO: 0.35 eV
* gap between HOMO and LUMO: 9.26 eV
* HOMO level: -0.327 Eh



Each structure's energy above the most stable one, in eV: arrangement P 0.142; arrangement Q 0.000.



Arrangement P

The following is a DFT calculation (ωB97M-V with the def2-TZVPD basis set) of a gas-phase ion, C6H10N5 (charge +1).

Atoms and positions in Å:
C -1.244 -1.020 1.475
C 0.250 -0.745 -0.645
C -0.791 -0.097 -1.567
C 2.146 -1.490 0.267
C -0.958 1.684 0.302
C 0.045 -0.728 0.895
N -2.266 -1.274 1.949
N 1.383 -1.253 -0.922
N 1.186 -1.242 1.415
N 0.014 1.035 1.039
N -0.816 1.425 -1.423
H -0.621 -0.371 -2.588
H -1.753 -0.592 -1.387
H 2.663 -2.574 0.403
H 2.899 -0.651 0.264
H -2.019 1.575 0.667
H -0.843 2.738 0.478
H 1.486 -1.460 2.334
H 0.986 1.309 0.823
H -0.144 1.890 -1.979
H -1.604 1.841 -1.800

* LUMO: -3.51 eV
* SMILES: N#C[C@@]12NCN=C1C[NH2+]CN2
* gap between HOMO and LUMO: 9.80 eV
* net charge: +1
* HOMO level: -0.489 Eh



Arrangement Q

The following is a DFT calculation (ωB97M-V with the def2-TZVPD basis set) of 2 unconnected molecules or ions with the total composition C6H10N5.

Atoms and positions in Å:
C -3.037 1.296 -0.045
C -2.592 0.350 -0.620
C 1.729 -1.618 -0.436
C 1.581 0.701 0.033
C -0.203 -0.844 0.589
C -1.737 -0.718 -1.044
N 0.588 -1.860 0.082
N 2.306 -0.341 -0.446
N 0.412 0.474 0.590
N 2.079 1.982 0.071
N -0.967 -0.923 1.700
H -3.369 2.272 0.128
H 2.212 -2.383 -0.832
H -2.151 -1.709 -0.964
H -1.130 -0.691 -1.990
H 3.138 -0.238 -1.027
H -0.184 1.246 0.873
H 2.804 2.296 -0.542
H 1.445 2.751 0.156
H -1.562 -0.202 2.032
H -1.361 -1.838 1.690

* LUMO (alpha / beta): -3.81 / -3.81 eV
* gap between HOMO and LUMO (alpha / beta): 7.40 / 7.40 eV
* net charge: +1
* HOMO level (alpha / beta): -0.412 / -0.412 Eh



Each structure's energy above the most stable one, in eV: arrangement P 0.000; arrangement Q 0.184.



Arrangement P

The following is a DFT calculation (ωB97M-V with the def2-TZVPD basis set) of 2 unconnected molecules or ions with the total composition C3H5BrS.

Atoms and positions in Å:
C -1.160 0.809 1.047
C -1.487 -0.356 0.522
C 0.622 -1.038 -1.382
S 1.508 0.354 -0.935
Br -2.265 -1.804 1.316
H -1.557 1.396 1.745
H -0.438 1.343 0.523
H 0.658 -1.803 -0.630
H 0.072 -1.162 -2.239
H 1.541 -0.073 0.385

* LUMO (alpha / beta): 0.17 / -0.64 eV
* gap between HOMO and LUMO (alpha / beta): 8.82 / 6.86 eV
* HOMO level (alpha / beta): -0.318 / -0.276 Eh



Arrangement Q

The following is a DFT calculation (ωB97M-V with the def2-TZVPD basis set) of a single C3H5BrS molecule.

Atoms and positions in Å:
C -0.936 0.831 0.691
C 0.203 -1.762 -0.273
C 0.383 0.799 0.463
S 1.215 -0.774 0.566
Br 3.677 0.183 -0.076
H -1.665 0.003 0.707
H -1.356 1.838 0.994
H -0.372 -1.330 -1.193
H 0.181 -2.833 -0.174
H 0.957 1.684 0.379

* LUMO (alpha / beta): -1.44 / -1.44 eV
* gap between HOMO and LUMO (alpha / beta): 7.19 / 7.18 eV
* HOMO level (alpha / beta): -0.317 / -0.317 Eh



Each structure's energy above the most stable one, in eV: arrangement P 2.560; arrangement Q 0.000.



Arrangement P

The following is a DFT calculation (ωB97M-V with the def2-TZVPD basis set) of a molecular structure, C4H8NS.

Atoms and positions in Å:
C 0.909 -1.203 -1.105
C -0.463 -1.711 -0.791
C 0.931 -0.411 -0.033
C 1.795 0.408 0.777
N -2.004 1.167 0.305
S -0.888 -0.820 0.523
H 1.548 -1.388 -1.927
H -1.099 -2.408 -1.296
H 1.967 1.275 0.038
H 2.759 0.103 1.072
H 1.238 0.737 1.661
H -1.585 2.045 0.738
H -2.885 0.791 0.734
H -2.224 1.415 -0.696

* LUMO (alpha / beta): -5.46 / -5.46 eV
* gap between HOMO and LUMO (alpha / beta): 7.36 / 7.35 eV
* net charge: +1
* HOMO level (alpha / beta): -0.471 / -0.471 Eh



Arrangement Q

The following is a DFT calculation (ωB97M-V with the def2-TZVPD basis set) of 2 unconnected molecules or ions with the total composition C4H8NS.

Atoms and positions in Å:
C 0.132 1.009 0.182
C 1.500 1.218 0.017
C 0.629 -1.110 -0.215
C -1.693 -0.634 0.203
N -0.341 -0.174 0.202
S 2.275 -0.387 0.231
H -0.950 2.120 0.305
H 1.827 1.999 0.725
H 1.691 1.587 -1.071
H 0.509 -2.077 0.372
H 0.623 -1.182 -1.346
H -1.651 -1.675 0.396
H -2.329 -0.159 0.886
H -2.223 -0.536 -0.887

* LUMO: -4.84 eV
* gap between HOMO and LUMO: 8.83 eV
* net charge: +1
* HOMO level: -0.503 Eh



Arrangement R

The following is a DFT calculation (ωB97M-V with the def2-TZVPD basis set) of a gas-phase ion, C4H8NS (charge +1).

Atoms and positions in Å:
C -1.728 -0.545 0.534
C -1.650 0.913 0.958
C 1.077 0.174 -1.504
C 0.692 -0.458 -0.183
N -0.619 -0.010 0.262
S 2.025 0.059 1.077
H -2.437 -1.413 0.418
H -2.090 1.664 0.307
H -1.294 1.289 1.907
H 1.296 -0.680 -2.246
H 0.277 0.828 -1.896
H 2.089 0.645 -1.481
H 0.638 -1.610 -0.133
H 1.723 -0.858 1.980

* LUMO: -5.17 eV
* SMILES: C[C@@H](S)[N+]1=CC1
* gap between HOMO and LUMO: 8.67 eV
* net charge: +1
* HOMO level: -0.509 Eh



Each structure's energy above the most stable one, in eV: arrangement P 0.977; arrangement Q 0.000; arrangement R 0.418.